{
  "formula": "C24H64N4O7",
  "method": "ωB97M-V with the def2-TZVPD basis set",
  "e_lumo_ev": 0.501,
  "e_above_lowest_kj_mol": 0.0,
  "orbital_gap_ha": 0.3063,
  "smiles": "CC1(C)CCCC(C)(C)N1O.COC[C@H](C)N.COC[C@H](C)N.COC[C@H](C)N.CO.CO.CO",
  "total_energy_ha": -1698.31715,
  "species": ["C", "C", "C", "C", "C", "C", "N", "O", "C", "C", "C", "H", "H", "H", "H", "H", "H", "H", "H", "H", "H", "H", "H", "H", "H", "H", "H", "H", "H", "H", "C", "O", "H", "H", "H", "H", "C", "O", "H", "H", "H", "H", "C", "O", "H", "H", "H", "H", "C", "C", "C", "O", "C", "N", "H", "H", "H", "H", "H", "H", "H", "H", "H", "H", "H", "C", "C", "C", "O", "C", "N", "H", "H", "H", "H", "H", "H", "H", "H", "H", "H", "H", "C", "C", "C", "O", "C", "N", "H", "H", "H", "H", "H", "H", "H", "H", "H", "H", "H"],
  "xyz": [[4.10467, 13.40275, 37.03315], [5.65751, 13.19532, 37.12322], [6.24460, 13.80532, 35.88891], [6.42659, 15.38888, 35.98676], [7.13774, 15.77581, 37.21381], [6.44548, 15.22705, 38.55183], [6.22151, 13.75769, 38.36952], [5.66759, 13.22769, 39.58013], [7.39056, 15.38206, 39.70521], [5.16753, 15.97545, 38.78759], [5.94434, 11.65432, 37.02342], [3.64655, 13.30528, 38.01738], [3.53683, 12.73099, 36.38940], [3.81465, 14.40991, 36.73381], [7.13091, 13.30232, 35.50219], [5.61454, 13.73592, 35.00217], [5.43030, 15.81698, 36.09743], [6.95442, 15.66816, 35.07491], [7.22116, 16.86228, 37.24081], [8.18218, 15.46768, 37.26204], [6.83599, 15.37652, 40.64358], [8.14552, 14.59613, 39.68424], [7.94150, 16.32257, 39.70338], [4.43542, 15.96501, 37.98012], [4.64545, 15.49209, 39.61336], [5.31758, 17.02520, 39.03979], [5.70640, 11.07769, 37.91729], [6.99929, 11.46899, 36.82133], [5.36999, 11.11933, 36.26711], [6.42395, 12.76604, 39.94945], [4.44304, 6.42157, 32.90931], [4.31635, 5.99395, 34.24350], [4.51301, 5.62623, 32.16724], [3.54817, 6.97307, 32.62096], [5.29923, 7.09489, 32.86856], [5.02205, 5.35206, 34.35107], [2.70391, 9.87005, 34.64718], [1.41315, 9.44560, 34.33918], [2.84770, 10.92604, 34.41840], [2.79069, 9.72755, 35.72433], [3.49622, 9.34032, 34.11826], [1.38366, 8.48606, 34.33677], [0.34832, 11.58915, 37.25369], [-0.26662, 12.41519, 36.29347], [1.39411, 11.88086, 37.15720], [0.00429, 11.75576, 38.27447], [0.19133, 10.54132, 36.99774], [0.17038, 13.26880, 36.33785], [-2.09755, 9.67884, 34.73215], [-2.05481, 10.61368, 33.56904], [-3.19463, 11.66940, 33.64299], [-4.38524, 11.06993, 34.09555], [-5.49947, 11.90104, 34.18790], [-0.70997, 11.18580, 33.54513], [-3.07205, 9.19325, 34.68058], [-2.00429, 10.20048, 35.68467], [-1.37990, 8.85909, 34.69929], [-2.22924, 10.02899, 32.66582], [-3.27527, 12.20085, 32.69476], [-2.97692, 12.47847, 34.34021], [-6.31377, 11.18781, 34.31570], [-5.68623, 12.59176, 33.36564], [-5.56179, 12.34223, 35.18267], [0.00284, 10.47060, 33.56721], [-0.57519, 11.65228, 34.43075], [-0.81466, 7.70985, 31.56299], [-0.52808, 6.38309, 30.94223], [0.48516, 6.38087, 29.77260], [0.26498, 7.27159, 28.72297], [-0.73387, 6.94190, 27.79439], [0.00211, 5.56152, 32.07185], [-1.51670, 7.66747, 32.39572], [-1.20766, 8.39448, 30.81137], [0.14038, 8.15887, 31.83571], [-1.47594, 5.98241, 30.58291], [0.59601, 5.39132, 29.32920], [1.45065, 6.66755, 30.18943], [-1.72197, 7.01313, 28.24901], [-0.64429, 6.00888, 27.23802], [-0.70776, 7.73343, 27.04544], [-0.52231, 5.60163, 32.93411], [0.30154, 4.60782, 31.92732], [1.75855, 6.70097, 36.94269], [1.07834, 5.99655, 35.74310], [-0.41494, 6.07138, 35.85820], [-1.04035, 5.32637, 34.82792], [-2.44863, 5.46643, 34.73683], [1.54583, 6.63826, 34.54173], [2.20193, 5.92871, 37.57130], [1.09773, 7.39417, 37.46316], [2.61983, 7.28417, 36.61685], [1.47086, 4.98106, 35.79621], [-0.77043, 7.10170, 35.84478], [-0.68867, 5.74678, 36.86209], [-2.81778, 4.77714, 33.97743], [-2.64940, 6.45664, 34.32783], [-2.86441, 5.44466, 35.74419], [2.51002, 6.37100, 34.40387], [1.07604, 6.28543, 33.72020]],
  "forces_ev_per_angstrom": [[-0.38, 0.32, 0.87], [-2.13, -1.58, 0.10], [0.67, 2.49, -1.17], [-0.30, -2.49, -0.24], [0.83, -0.07, 2.09], [0.29, -0.11, -2.54], [1.31, 0.35, -0.50], [-0.30, 0.06, -0.96], [0.41, 0.32, 0.72], [-1.22, 0.22, 0.57], [0.12, 0.02, 0.71], [0.14, -0.23, 0.23], [0.52, -0.27, -0.26], [0.32, 0.10, -0.24], [0.57, 0.19, 0.68], [-0.72, -0.57, 0.33], [-0.06, 0.15, -0.77], [-0.30, 0.49, 0.04], [-0.31, 0.22, 0.46], [0.10, -0.47, -0.28], [0.13, -0.30, 0.11], [-0.08, -0.10, 0.10], [-0.15, 0.21, -0.30], [0.34, -0.08, -0.26], [-0.02, 0.14, 0.25], [0.25, 0.00, 0.12], [-0.07, 0.40, 0.40], [0.10, 0.16, -0.01], [-0.10, 0.56, -0.41], [0.00, -0.15, 0.13], [-0.12, 0.91, -0.62], [0.23, -0.74, 0.09], [0.28, -0.28, 0.19], [-0.02, 0.17, 0.22], [0.06, 0.03, -0.51], [-0.05, -0.12, 0.48], [0.10, 0.02, 0.71], [-0.44, 1.01, -0.87], [-0.33, 0.09, -0.04], [0.80, 0.16, 0.23], [0.03, -0.30, -0.03], [0.12, -1.15, 0.23], [0.86, 0.24, -0.17], [-1.01, 0.34, -0.17], [0.41, -0.84, 0.68], [-0.15, 0.15, 0.06], [0.08, 0.10, -0.17], [-0.16, 0.06, -0.10], [-1.54, -1.13, 0.48], [0.57, 0.10, 0.27], [0.95, 0.42, 0.57], [0.44, -0.52, -1.05], [-0.86, -1.09, 1.18], [-0.52, 1.31, -0.87], [-0.24, -0.18, 0.57], [0.01, 0.06, 0.04], [0.40, 0.33, -0.27], [0.09, 0.04, -0.24], [-0.37, -0.31, -0.48], [0.62, 0.06, 0.43], [-0.45, 0.05, -0.75], [0.23, 0.01, -0.01], [0.53, 1.03, -0.04], [-0.14, -0.33, -0.25], [-0.01, 0.31, 0.13], [0.52, 1.23, -0.98], [-0.14, -1.52, 0.74], [0.25, -0.08, 0.69], [-0.01, 0.42, -0.31], [-0.60, 1.01, -0.17], [0.60, 0.23, -0.73], [0.17, -0.12, 0.05], [-0.29, 0.04, -0.02], [-0.04, 0.09, 0.57], [-0.21, -0.27, -0.22], [-0.10, -0.49, 0.31], [0.12, -0.02, 0.10], [-0.21, -0.30, 0.08], [0.41, -0.42, 0.40], [0.07, 0.03, -0.03], [-0.35, 0.05, -0.18], [-0.26, 0.01, -0.52], [0.23, -0.24, -0.22], [0.96, 0.71, 0.63], [-0.45, -0.02, 0.24], [0.44, -0.61, 0.04], [0.78, 1.15, -0.10], [-0.07, 0.41, -0.84], [-0.41, 0.21, 0.58], [-0.03, -0.20, 0.26], [-0.10, 0.06, -0.31], [-0.60, -0.50, -0.17], [0.23, 0.41, -0.36], [-0.29, -0.64, 0.13], [-0.08, -0.41, 0.61], [-0.26, 0.36, 0.07], [-0.51, -0.56, -0.18], [0.13, 0.12, 0.21], [-0.26, -0.13, -0.29]]
}

---

{
  "formula": "C24H65IN9O5P4S2Si",
  "method": "ωB97M-V with the def2-TZVPD basis set",
  "e_lumo_ev": -3.110,
  "e_above_lowest_kj_mol": 1250.8,
  "orbital_gap_ha": 0.2411,
  "total_charge": 1,
  "total_energy_ha": -4570.80348,
  "species": ["C", "C", "O", "N", "C", "C", "I", "C", "C", "S", "C", "C", "O", "Si", "C", "C", "C", "N", "C", "P", "S", "P", "N", "O", "H", "H", "H", "H", "H", "H", "H", "H", "H", "H", "H", "H", "H", "H", "H", "H", "H", "H", "H", "H", "H", "H", "H", "H", "H", "H", "H", "H", "H", "O", "P", "N", "C", "C", "N", "C", "C", "N", "C", "C", "H", "H", "H", "H", "H", "H", "H", "H", "H", "H", "H", "H", "H", "H", "H", "H", "H", "H", "O", "P", "N", "C", "C", "N", "C", "C", "N", "C", "C", "H", "H", "H", "H", "H", "H", "H", "H", "H", "H", "H", "H", "H", "H", "H", "H", "H", "H"],
  "xyz": [[0.10190, -4.00871, 1.13734], [-1.30463, -3.12195, 0.95343], [-2.18806, -3.24493, 1.94600], [-1.46286, -2.32921, -0.32052], [-2.16272, -3.25747, -1.28738], [-2.18043, -1.01471, -0.13018], [-4.36941, -1.34108, -0.00970], [-1.92404, -0.12459, 1.23531], [-0.53437, 0.74049, 0.89177], [0.95582, -0.38572, 1.00604], [-0.22418, 2.05426, 1.84204], [1.34437, 2.54418, 1.83124], [1.92067, 2.74917, 0.49272], [3.65926, 2.49825, 0.46299], [4.26039, 2.41683, -1.40572], [4.64524, 3.90704, 1.38906], [4.24213, 0.82596, 1.25562], [-0.94474, 1.29613, -0.48880], [-1.62900, 0.12434, -1.22441], [-2.88640, 0.98889, -2.36788], [-2.35905, 2.83602, -2.86832], [-0.28844, -0.46855, -2.48903], [0.41629, 0.88416, -3.40295], [-1.03369, -1.48491, -3.74179], [0.82994, -3.90316, 0.22756], [0.60370, -3.80439, 2.18797], [-0.27378, -5.14057, 1.19057], [-1.31078, -3.94225, -1.76517], [-2.86265, -4.00919, -0.68303], [-2.70687, -2.73335, -2.18021], [-1.61925, -0.65999, 2.23001], [-2.90918, 0.53985, 1.34321], [1.03037, -1.29716, -0.05774], [-0.87775, 2.99649, 1.59125], [-0.48060, 1.77063, 2.97136], [1.97676, 1.84589, 2.52763], [1.35389, 3.61548, 2.35833], [5.44112, 2.57107, -1.33775], [3.95960, 1.35532, -1.81284], [3.83483, 3.28950, -2.05845], [4.34602, 3.91527, 2.52031], [4.54618, 4.95785, 0.88358], [5.78671, 3.59874, 1.31455], [4.01353, 0.84336, 2.40800], [3.83437, -0.12783, 0.71119], [5.42350, 0.81255, 1.15543], [-1.66291, 2.00950, -0.18859], [-0.01859, 1.62295, -0.83980], [-2.96756, 0.26855, -3.64368], [-4.22238, 1.10840, -1.84410], [0.90492, 1.58737, -2.80978], [-0.23597, 1.31028, -4.09532], [-0.36529, -1.68232, -4.46119], [3.59351, 2.81775, 5.11283], [3.05082, 3.51833, 6.38244], [4.38201, 4.58012, 6.47299], [5.73135, 4.16202, 6.80390], [4.43222, 5.54611, 5.36787], [3.20508, 2.15450, 7.39132], [4.08097, 2.02254, 8.54195], [3.02548, 0.84208, 6.77290], [2.42691, 4.32376, 7.84204], [0.97024, 4.46351, 7.73458], [2.96610, 5.52893, 8.46614], [6.39964, 5.02617, 6.88514], [6.14938, 3.46605, 6.06590], [5.77530, 3.70702, 7.79132], [3.46764, 6.06367, 5.27948], [4.64806, 5.06156, 4.41190], [5.18423, 6.32482, 5.54023], [5.09068, 1.72419, 8.24379], [3.69990, 1.25847, 9.23130], [4.14377, 2.93673, 9.13568], [3.93769, 0.51800, 6.25959], [2.20443, 0.85992, 6.04649], [2.76143, 0.07745, 7.51282], [0.70433, 5.23911, 7.00867], [0.51520, 4.70648, 8.70088], [0.51890, 3.52173, 7.40366], [2.91045, 6.39898, 7.80360], [3.99987, 5.38752, 8.79704], [2.41144, 5.77267, 9.38065], [-2.18837, -3.43004, -7.22538], [-3.38268, -4.17358, -6.57883], [-3.77282, -4.98808, -8.02523], [-4.31088, -4.33476, -9.20366], [-2.75584, -5.96496, -8.43559], [-4.31675, -2.77288, -6.31961], [-5.59387, -2.45707, -6.93425], [-3.59646, -1.53050, -6.04605], [-4.75571, -5.02839, -5.83553], [-4.40095, -5.41909, -4.46642], [-5.53861, -6.10333, -6.43906], [-4.56234, -5.06859, -9.97710], [-3.61698, -3.60064, -9.63185], [-5.26047, -3.84856, -8.98956], [-2.53024, -6.64272, -7.60142], [-1.82510, -5.48046, -8.74257], [-3.10634, -6.59748, -9.25942], [-5.46130, -1.99942, -7.91933], [-6.15636, -1.74865, -6.31300], [-6.24465, -3.32809, -7.03429], [-3.23370, -1.07089, -6.97223], [-2.73870, -1.71137, -5.38753], [-4.22930, -0.79990, -5.52876], [-3.68874, -6.25093, -4.46929], [-5.28458, -5.70640, -3.88635], [-3.93784, -4.57937, -3.93674], [-4.93169, -6.99016, -6.64938], [-6.03789, -5.77658, -7.35674], [-6.35378, -6.41008, -5.77214]],
  "forces_ev_per_angstrom": [[-1.22, -0.68, -0.27], [-1.82, -1.75, 5.16], [4.89, 1.49, -6.33], [-1.44, 0.46, 1.69], [0.63, -2.38, -0.94], [1.08, 1.06, 1.11], [0.30, 0.19, -0.40], [1.49, 0.51, 0.34], [-2.10, -0.19, 1.18], [0.01, 0.25, -0.36], [0.59, -0.15, 0.85], [-0.26, 1.27, 1.30], [0.40, -1.18, 1.54], [0.98, 0.15, -0.65], [0.14, 0.31, 0.18], [0.54, 0.04, 0.16], [0.69, -0.36, 0.51], [0.32, -1.97, 1.96], [-2.20, 0.26, -1.46], [-0.80, 1.47, -1.34], [0.16, -0.60, 0.65], [2.98, -1.53, -1.67], [-2.03, -0.91, 0.54], [1.06, 2.15, 1.30], [-1.38, -0.03, 1.86], [-1.15, -0.08, -2.36], [0.83, 2.48, -0.19], [-1.82, 1.51, 0.92], [1.11, 1.85, -1.51], [1.07, -0.81, 1.99], [-1.27, 0.57, -2.06], [2.46, -1.19, 0.00], [-0.98, 1.14, 0.65], [0.93, -2.04, 0.09], [0.58, 0.53, -2.49], [-1.11, 1.16, -1.50], [-0.15, -2.35, -0.93], [-2.54, -0.60, -0.35], [0.82, 2.15, 0.46], [0.75, -1.77, 1.08], [0.60, 0.19, -2.04], [0.05, -1.93, 1.11], [-2.29, 0.61, 0.23], [0.40, -0.38, -2.17], [0.73, 1.82, 1.24], [-2.38, 0.05, 0.18], [1.24, -0.14, -1.33], [-1.04, 0.53, -0.52], [-0.04, -0.22, 1.57], [0.78, -0.82, -0.10], [-0.48, -0.72, -0.80], [0.75, 0.08, 0.84], [-0.79, 0.43, 1.15], [-3.59, 0.79, -1.33], [6.57, -2.24, 2.71], [1.26, 2.01, -0.06], [0.11, -0.53, 0.14], [-0.47, -0.02, 0.26], [-0.77, -1.40, -0.19], [-0.49, 0.34, 0.72], [-0.02, 0.00, -0.44], [-2.39, 1.20, -1.18], [-0.53, -0.32, 0.48], [0.50, 0.48, -0.08], [-0.25, 0.07, -0.27], [0.12, -0.01, 0.06], [-0.10, -0.18, -0.10], [-0.03, -0.08, -0.09], [0.01, 0.02, -0.07], [-0.07, -0.23, 0.18], [0.01, -0.04, -0.06], [-0.02, 0.02, -0.19], [-0.01, 0.04, -0.25], [-0.03, -0.09, -0.11], [0.32, 0.05, 0.07], [0.10, 0.31, 0.16], [-0.16, 0.07, 0.19], [0.14, 0.03, -0.12], [0.14, -0.04, -0.07], [0.11, 0.07, 0.16], [-0.17, -0.06, -0.42], [-0.37, -0.28, -0.26], [1.59, -1.45, 3.27], [-3.37, 3.34, -5.70], [-0.36, -1.72, -1.50], [-0.11, 0.56, 0.00], [-0.08, -0.09, 0.48], [0.26, 1.40, 1.05], [-0.60, -0.41, 0.52], [0.53, -0.15, -0.14], [1.47, -1.59, 1.97], [-0.38, 0.20, 0.58], [-0.02, -0.40, -0.58], [0.31, -0.12, 0.18], [-0.08, 0.02, -0.10], [0.11, 0.15, 0.10], [0.10, 0.08, 0.02], [0.06, -0.01, 0.00], [-0.17, 0.23, 0.14], [0.05, 0.04, -0.02], [0.17, -0.02, -0.01], [0.25, -0.05, -0.04], [0.10, 0.11, 0.03], [-0.19, -0.01, -0.36], [-0.29, -0.22, -0.11], [-0.14, -0.09, 0.20], [0.08, -0.02, -0.16], [0.07, 0.08, -0.14], [-0.19, -0.04, -0.09], [0.45, 0.01, 0.09], [0.33, 0.20, 0.36]]
}